A cluster of 9 separate species, C32H40BF28O16 in total, computed with wB97M-V/def2-TZVPD.

Geometry (Å):
B -0.5732 0.3377 0.0796
F -0.9559 0.7641 -1.2127
F 0.7525 -0.1271 -0.0154
F -0.6224 1.4116 0.9841
F -1.3948 -0.7377 0.4471
C -3.5531 0.8843 -2.5998
C -4.0698 -0.5026 -2.2483
O -3.7290 -1.3273 -3.3772
C -3.9181 -2.6240 -3.3752
O -4.2975 -3.3186 -2.4766
C -3.5809 -3.2703 -4.7306
F -4.7025 -3.8129 -5.2223
F -3.0908 -2.4360 -5.6322
F -2.7115 -4.2675 -4.5611
H -4.2223 1.3746 -3.3135
H -2.5803 0.8022 -3.0784
H -3.4731 1.5273 -1.7258
H -5.0935 -0.5505 -1.8900
H -3.4023 -0.8433 -1.4506
C 5.2682 -5.0178 2.8648
C 3.8300 -4.6183 2.6231
O 3.5947 -4.4375 1.2321
C 2.6741 -3.5697 0.8565
O 2.0636 -2.8479 1.5812
C 2.4663 -3.5199 -0.6589
F 1.3765 -2.9062 -0.9914
F 3.5298 -2.9456 -1.2335
F 2.4454 -4.7843 -1.1418
H 5.5823 -5.8208 2.2000
H 5.4494 -5.2702 3.9105
H 5.9479 -4.1681 2.7404
H 3.5803 -3.7576 3.2391
H 3.2307 -5.4936 2.8823
C 2.8734 2.1148 5.2885
C 1.8481 3.1559 5.6643
O 1.5936 4.1163 4.6246
C 0.9294 3.7199 3.5499
O 0.5086 2.6336 3.3128
C 0.9609 4.7696 2.4182
F -0.2968 5.1255 2.0831
F 1.6713 5.8641 2.7237
F 1.5306 4.2289 1.3143
H 3.8795 2.4927 5.1029
H 2.5570 1.7292 4.3155
H 2.8846 1.3276 6.0388
H 2.2059 3.7544 6.5022
H 0.8757 2.7034 5.8683
C 2.7120 1.4985 -1.5785
C 3.0793 2.0413 -0.1993
O 4.1633 1.2859 0.3029
C 4.1201 0.6758 1.4666
O 3.1906 0.6477 2.2127
C 5.3926 -0.1219 1.7612
F 5.4461 -1.1975 0.9545
F 6.5122 0.5999 1.5596
F 5.4044 -0.5560 3.0239
H 2.3299 0.4868 -1.4487
H 3.5949 1.4473 -2.2213
H 1.9861 2.1051 -2.1188
H 2.2037 2.1327 0.4402
H 3.4277 3.0707 -0.3335
C -0.0180 -0.7679 -4.1299
C 0.9542 0.2910 -4.6276
O 2.2800 -0.2557 -4.6877
C 3.2532 0.5625 -5.0744
O 3.0923 1.6949 -5.3927
C 4.6492 -0.0989 -4.9791
F 5.3323 0.1810 -6.0932
F 5.3333 0.4559 -3.9708
F 4.5829 -1.4030 -4.7712
H 0.0624 -0.9640 -3.0619
H 0.0269 -1.6908 -4.7099
H -1.0394 -0.4111 -4.2905
H 0.8973 1.1637 -3.9771
H 0.7304 0.6192 -5.6445
C -1.8405 -4.1570 -1.0261
C -2.3540 -4.0094 0.4004
O -1.8111 -5.0788 1.1973
C -0.8837 -4.8735 2.1042
O -0.5363 -3.8221 2.5384
C -0.3524 -6.2326 2.6367
F -0.9780 -7.3008 2.1601
F 0.9618 -6.3339 2.2911
F -0.3684 -6.2114 3.9857
H -2.0590 -3.2609 -1.5954
H -2.3719 -5.0230 -1.4211
H -0.7633 -4.3190 -1.0177
H -3.4394 -4.0599 0.3451
H -1.9941 -3.0684 0.8173
C -0.9306 4.0317 -1.0151
C -2.0235 4.9776 -1.4677
O -2.3660 5.9516 -0.4636
C -1.5717 6.9860 -0.3002
O -0.5141 7.1407 -0.8364
C -2.0146 7.9724 0.8019
F -1.0342 8.0253 1.7201
F -2.0321 9.2112 0.2410
F -3.1751 7.7471 1.3959
H -1.0137 3.1245 -1.6245
H -0.9946 3.6266 -0.0086
H 0.0060 4.4806 -1.3469
H -2.9458 4.4047 -1.5787
H -1.7859 5.4145 -2.4365
C -5.6657 -1.8631 1.0063
C -4.2739 -1.3624 1.3057
O -4.3556 0.0756 1.2944
C -3.6429 0.8148 2.1244
O -2.8317 0.3997 2.8890
C -3.9636 2.3158 1.9331
F -4.9774 2.6666 2.7442
F -2.9055 3.0458 2.2695
F -4.3301 2.5888 0.6707
H -6.3903 -1.5935 1.7751
H -5.6412 -2.9443 0.8550
H -6.0669 -1.4809 0.0683
H -3.6044 -1.6264 0.4862
H -3.7067 -1.7362 2.1575

Total charge: -1
Energy relative to the best compared isomer or geometry (same formula, charge and spin) in eV: 0.0000
HOMO energy in eV: -8.62
LUMO in eV: 2.35
M in u: 1223.41


A structure of composition C10H30CuO10, computed with wB97M-V/def2-TZVPD.

Geometry (Å):
Cu 14.1237 2.0225 28.6967
C 16.8383 1.8160 26.8103
C 16.1805 1.6214 25.4632
O 16.5445 2.7294 24.6232
O 16.1207 2.8328 27.5450
H 17.8543 2.1869 26.6806
H 16.8195 0.8694 27.3426
H 15.0922 1.5791 25.5460
H 16.5338 0.6929 24.9957
H 15.8266 2.8444 23.9926
H 16.5867 3.6632 27.4269
C 15.0036 4.4055 30.5774
C 14.8701 3.3455 31.6075
O 15.1025 2.0886 30.9896
O 13.8743 4.2811 29.6538
H 15.8668 4.2474 29.9297
H 14.9455 5.4066 30.9999
H 13.9175 3.4252 32.1468
H 15.6023 3.4557 32.4175
H 15.1337 1.3570 31.6069
H 13.8704 4.9957 29.0120
C 12.1002 0.1978 32.4350
C 12.3517 -0.0011 30.9569
O 12.4478 1.2450 30.2353
O 10.7227 0.3084 32.7046
H 12.6747 1.0408 32.8305
H 12.5022 -0.6788 32.9473
H 11.5855 -0.6558 30.5399
H 13.3129 -0.4796 30.7527
H 11.6384 1.4207 29.7437
H 10.4030 1.1896 32.4908
C 15.1569 -1.3726 28.7250
C 14.1065 -2.4923 28.7290
O 13.9843 -3.2315 27.5245
O 14.7240 -0.2284 27.9771
H 16.0877 -1.7021 28.2555
H 15.3205 -1.1546 29.7792
H 13.1270 -2.0146 28.8800
H 14.3333 -3.1891 29.5332
H 13.6989 -2.6924 26.7844
H 14.2924 -0.5125 27.1676
C 12.1185 3.8706 25.6982
C 11.9154 2.9160 26.8652
O 12.7436 1.7616 26.8015
O 11.8286 3.3373 24.3974
H 13.1580 4.2083 25.6376
H 11.4605 4.7348 25.7705
H 10.8580 2.6295 26.8434
H 12.1545 3.5048 27.7517
H 12.4388 1.1875 26.0925
H 11.8364 2.3769 24.3573

Total charge: +1
Energy relative to the best compared isomer or geometry (same formula, charge and spin) in eV: 0.9446
HOMO energy in eV: -11.96
LUMO in eV: -2.93
M in u: 373.89


A cluster of 2 separate species, C2H7N in total, computed with wB97M-V/def2-TZVPD.

Geometry (Å):
C -2.0046 0.7413 0.4634
N -1.2292 -0.2653 0.0667
C 1.7614 -0.5729 -0.5214
H -2.3356 0.6605 1.4935
H -2.3969 1.5161 -0.2170
H -0.6161 0.4077 0.7039
H 1.4039 -0.6628 -1.5469
H 2.3278 0.3156 -0.2582
H 2.2499 -1.5094 -0.2293
H 0.8395 -0.6307 0.0455

Energy relative to the best compared isomer or geometry (same formula, charge and spin) in eV: 4.0141
HOMO energy in eV: -8.69
SMILES string: C=N.C
LUMO in eV: 0.23
M in u: 45.09


A structure of composition C33H26Br2N4O3PdS4Te, computed with wB97M-V/def2-TZVPD.

Geometry (Å):
Pd -0.2158 -0.6860 0.2194
Br -0.6124 1.6114 -1.8342
C -1.0919 2.8926 -0.4855
Br -0.8540 2.1829 1.3029
H -2.1367 3.1524 -0.6030
H -0.4368 3.7483 -0.5871
O 0.9669 -1.5533 -2.1351
C 1.8543 -1.3041 -1.3429
N 1.8124 -0.2057 -0.4808
S 2.6079 -0.5942 0.8837
O 3.4381 0.4727 1.3837
O 1.5591 -1.0689 1.7952
C 3.5517 -1.9130 0.2054
C 4.6483 -2.5745 0.7168
C 5.2309 -3.5420 -0.0964
C 4.7180 -3.8239 -1.3593
C 3.6057 -3.1495 -1.8523
C 3.0336 -2.1773 -1.0541
H 5.0414 -2.3518 1.6992
H 6.0958 -4.0832 0.2621
H 5.1982 -4.5774 -1.9688
H 3.2084 -3.3577 -2.8366
C 0.1114 -5.4400 1.4117
C 0.1232 -5.0709 0.0757
C -0.2179 -3.7746 -0.2620
N -0.5558 -2.8698 0.6631
C -0.5622 -3.2226 1.9518
C -0.2404 -4.4993 2.3676
H 0.3698 -6.4486 1.7049
H 0.3917 -5.7732 -0.7004
H -0.2308 -3.4416 -1.2921
H -0.8372 -2.4551 2.6663
H -0.2670 -4.7451 3.4192
S 7.8650 3.0825 -1.0654
C 6.2494 3.3289 -0.8482
S 5.3751 2.4759 0.3796
C 3.9278 3.1984 -0.1831
N 4.0838 4.0097 -1.2051
N 5.3653 4.1019 -1.5683
C 5.6413 4.9701 -2.6679
C 6.8851 5.5799 -2.8259
C 7.0849 6.4193 -3.9065
C 6.0603 6.6610 -4.8107
C 4.8183 6.0602 -4.6341
C 4.5981 5.2198 -3.5631
S 2.3965 2.9708 0.5458
H 7.6718 5.4484 -2.1041
H 8.0440 6.9025 -4.0282
H 6.2238 7.3311 -5.6434
H 4.0201 6.2456 -5.3387
H 3.6389 4.7468 -3.4215
Te -2.8316 -0.7427 0.7552
C -3.7935 -2.5979 0.5524
C -3.7004 -3.3771 -0.5946
C -4.4819 -4.5167 -0.7021
C -5.3453 -4.8700 0.3277
C -5.4204 -4.0965 1.4752
C -4.6392 -2.9540 1.5965
C -3.8142 0.2431 -0.8183
C -3.5978 -0.1271 -2.1413
C -4.2940 0.5212 -3.1482
C -5.1888 1.5370 -2.8347
C -5.3972 1.9036 -1.5139
C -4.7090 1.2559 -0.4949
H -3.0308 -3.1045 -1.4005
H -4.4243 -5.1250 -1.5948
H -5.9605 -5.7544 0.2340
H -6.0941 -4.3717 2.2751
H -4.7036 -2.3470 2.4909
H -2.8813 -0.8993 -2.3920
H -4.1372 0.2342 -4.1794
H -5.7309 2.0396 -3.6241
H -6.1080 2.6814 -1.2698
H -4.8852 1.5300 0.5380

Total charge: +2
2S+1: 5
Energy relative to the best compared isomer or geometry (same formula, charge and spin) in eV: 1.7292
HOMO energy (alpha / beta) in eV: -13.00 / -13.68
LUMO (alpha / beta) in eV: -5.23 / -8.48
M in u: 1048.69


An isolated molecule of C3H2N4, computed with wB97M-V/def2-TZVPD.

Geometry (Å):
N 3.1745 0.1333 -0.1280
C 2.0240 0.1961 -0.0219
C 0.6014 0.2312 0.0902
C -0.3112 -0.7224 -0.2884
N -1.4987 -0.1626 0.0795
N -1.3128 1.0509 0.6134
N -0.0569 1.3009 0.6356
H -0.1876 -1.6994 -0.7445
H -2.4328 -0.3281 -0.2360

Energy relative to the best compared isomer or geometry (same formula, charge and spin) in eV: 0.6687
HOMO energy in eV: -10.51
SMILES string: N#Cc1c[nH]nn1
LUMO in eV: 0.51
M in u: 94.08


A structure of composition C18H23IIrN4OS2Si, computed with wB97M-V/def2-TZVPD.

Geometry (Å):
Ir -0.3022 -1.0367 0.3808
C -0.0910 -0.5116 3.7634
Si 0.3815 0.3840 2.2135
C 2.2183 0.6335 2.1908
C -0.5296 1.9825 2.0193
H 0.1218 0.1668 4.5963
H 0.4994 -1.4181 3.9114
H -1.1481 -0.7773 3.8107
H 2.4316 1.4072 2.9353
H 2.6101 0.9796 1.2326
H 2.7611 -0.2667 2.4858
H -0.4022 2.5391 2.9533
H -1.6009 1.8482 1.8577
H -0.1278 2.5973 1.2105
O -4.2454 -0.4910 1.4674
S -3.4236 -1.6768 1.4728
N -2.1011 -1.6622 0.8088
N 1.1586 -0.7396 -0.9414
S 0.7053 -0.4780 -2.5005
C -1.0051 -0.2382 -2.0806
C -1.9986 -0.9104 -2.7507
C -3.3270 -0.6319 -2.4069
C -3.6233 0.2997 -1.4281
C -2.6039 0.9596 -0.7450
C -1.2737 0.6962 -1.0527
C 1.1596 1.2176 -2.8609
C 2.2533 1.7822 -2.2266
C 2.5801 3.0993 -2.5227
C 1.8249 3.8148 -3.4399
C 0.7421 3.2212 -4.0801
C 0.4013 1.9088 -3.7981
H 2.0943 -1.1186 -0.8574
H -1.7644 -1.6252 -3.5296
H -4.1257 -1.1438 -2.9276
H -4.6539 0.5206 -1.1875
H -2.8480 1.6957 0.0092
H -0.4815 1.3182 -0.6445
H 2.8401 1.2191 -1.5124
H 3.4302 3.5597 -2.0379
H 2.0840 4.8406 -3.6649
H 0.1623 3.7787 -4.8028
H -0.4421 1.4457 -4.2968
I 0.3571 -5.8188 4.0100
C 0.7761 -4.3279 2.6655
C 2.0167 -3.9032 2.2360
N 1.8229 -2.8828 1.3853
N 0.5077 -2.6281 1.2297
C -0.1382 -3.4993 2.0195
H 3.0049 -4.2621 2.4751
H 2.5230 -2.3667 0.8816
H -1.2107 -3.5011 2.0736

Total charge: +2
2S+1: 2
Energy relative to the best compared isomer or geometry (same formula, charge and spin) in eV: 1.0696
HOMO energy (alpha / beta) in eV: -14.30 / -14.30
LUMO (alpha / beta) in eV: -7.33 / -8.47
M in u: 722.75


A structure of composition C33H35ClN3O7SiTi, computed with wB97M-V/def2-TZVPD.

Geometry (Å):
Ti 0.8325 0.0230 -1.0075
O -1.4733 2.8230 -2.5236
C -0.4344 1.9809 -2.2993
O -0.0393 1.8240 -1.0845
C 0.1560 1.2983 -3.3647
C -0.0833 1.5861 -4.7354
C 0.6395 0.9360 -5.6889
C 1.5998 -0.0335 -5.2847
C 1.7447 -0.3247 -3.9578
N 1.0438 0.2918 -2.9805
H -0.8257 2.3333 -4.9794
H 0.4852 1.1459 -6.7395
H 2.2065 -0.5527 -6.0132
H 2.4345 -1.0942 -3.6387
C 1.8498 -3.3344 -2.2572
Si 2.8540 -2.4236 -0.9215
C 3.6528 -3.7549 0.1849
C 4.2959 -1.4314 -1.6789
N 1.6425 -1.5501 -0.0649
C 1.7746 -1.1866 1.2639
C 2.9946 -0.8807 1.8843
C 3.0759 -0.5443 3.2257
C 1.9424 -0.5326 4.0140
C 0.7080 -0.8316 3.4473
C 0.6193 -1.1155 2.0973
O -0.5658 -1.3789 1.4503
C -1.7263 -1.5457 2.1539
C -2.4029 -2.7481 1.9871
C -3.6088 -2.9599 2.6321
C -4.1530 -1.9727 3.4446
C -3.4865 -0.7656 3.5898
C -2.2784 -0.5444 2.9451
H 2.3555 -3.3709 -3.2246
H 0.8848 -2.8403 -2.3872
H 1.6611 -4.3659 -1.9528
H 4.1047 -4.5419 -0.4230
H 2.8965 -4.2147 0.8253
H 4.4333 -3.3476 0.8300
H 4.6555 -1.8706 -2.6125
H 5.1480 -1.3868 -0.9962
H 3.9932 -0.4036 -1.8812
H 3.8855 -0.8842 1.2675
H 4.0375 -0.2789 3.6478
H 2.0024 -0.2906 5.0669
H -0.1756 -0.8394 4.0698
H -1.9782 -3.4880 1.3224
H -4.1315 -3.8978 2.4959
H -5.0926 -2.1397 3.9554
H -3.9186 0.0178 4.2004
H -1.7747 0.4098 3.0400
Cl 0.1949 5.7017 3.5262
C 0.9268 4.6612 2.3384
C 0.6489 3.3033 2.3613
C 1.2553 2.4772 1.4356
C 2.1276 2.9941 0.4777
C 2.3796 4.3623 0.4702
C 1.7822 5.2022 1.3924
C 2.8315 2.1164 -0.5162
O 3.8070 2.5213 -1.1183
O 2.3638 0.9031 -0.6587
H -0.0281 2.9099 3.1085
H 1.0725 1.4131 1.4648
H 3.0531 4.7473 -0.2838
H 1.9696 6.2672 1.3800
O -2.4281 -2.1312 -1.6729
C -2.1206 -1.0006 -1.3439
O -0.8966 -0.5932 -1.2215
C -3.2789 0.0023 -1.1284
N -3.0048 1.1901 -0.2996
C -4.1730 1.4681 0.5501
C -5.2747 0.4983 0.1026
C -4.5026 -0.6729 -0.5006
H -3.5447 0.3491 -2.1371
H -1.9489 2.8435 -1.6703
H -2.1612 1.0572 0.2414
H -4.4892 2.5076 0.4195
H -3.9432 1.3321 1.6110
H -5.9011 0.9701 -0.6580
H -5.9113 0.1904 0.9328
H -5.0853 -1.2337 -1.2287
H -4.1823 -1.3606 0.2813

Total charge: -1
HOMO energy in eV: -2.77
LUMO in eV: 2.42
M in u: 697.06


The ion C6H11N2 with charge +1, computed with wB97M-V/def2-TZVPD.

Geometry (Å):
C -2.0960 -2.4311 -0.1628
C 0.2918 0.2369 1.0833
C -0.9737 -1.8456 -0.3010
C 0.9270 2.4078 -0.1209
C 0.8779 -0.5988 -1.1750
C 0.3192 1.8224 1.0945
N -1.4022 -2.9420 -1.2960
N -0.0592 -0.7790 -0.2420
H -3.0782 -2.7399 0.2058
H 1.3275 -0.0715 1.2596
H -0.3969 -0.1753 1.8477
H 1.9198 2.0617 -0.1839
H -1.2105 -3.8513 -1.0789
H 0.9742 3.4367 -0.0232
H 1.5706 0.2504 -1.0855
H 0.2669 1.9888 -0.9047
H 0.6005 -0.9782 -2.1469
H 0.8405 2.0429 2.0646
H -0.6993 2.1653 1.1654

Total charge: +1
Energy relative to the best compared isomer or geometry (same formula, charge and spin) in eV: 7.2183
HOMO energy (alpha / beta) in eV: -12.86 / -12.86
SMILES string: C=[N+](CCC)C1=CN1
LUMO (alpha / beta) in eV: -5.46 / -5.46
M in u: 111.17